Record 1
{"formula": "C22H19F3NO8S2", "method": "ωB97M-V/def2-TZVPD", "relative_energy_ev": 0.033, "e_tot_ev": -70815.76858, "multiplicity": 1, "homo_ev": -3.70, "total_charge": -1, "mol_weight_g_mol": 546.521, "gap_ev": 5.307, "e_lumo_ev": 1.602, "symbols": ["C", "O", "C", "C", "C", "C", "C", "C", "C", "O", "O", "C", "C", "C", "O", "C", "O", "C", "C", "H", "H", "H", "H", "H", "H", "H", "H", "H", "H", "H", "H", "H", "H", "H", "F", "C", "F", "F", "S", "N", "C", "O", "C", "C", "C", "C", "C", "C", "S", "O", "O", "H", "H", "H", "H"], "positions_angstrom": [[6.493544, 2.857451, -1.235456], [5.655244, 1.688408, -1.184232], [4.304302, 1.845697, -1.237020], [3.554979, 0.652371, -1.301974], [2.177501, 0.700446, -1.276655], [1.506568, 1.911229, -1.084371], [-0.005164, 1.900784, -0.837143], [-0.327683, 2.033004, 0.587696], [-0.260806, 3.397720, 1.126075], [0.014672, 4.401284, 0.496568], [-0.664715, 3.559650, 2.459587], [-0.536864, 2.369740, 3.264611], [0.926689, 2.022027, 3.441350], [-1.192897, 2.641174, 4.621379], [-1.299878, 1.304697, 2.657009], [-1.414479, 1.356857, 1.280510], [-2.411540, 0.873570, 0.754770], [2.244999, 3.094747, -1.034016], [3.632963, 3.085035, -1.131543], [7.505803, 2.456236, -1.303473], [6.264284, 3.471384, -2.117337], [6.382850, 3.457202, -0.322332], [4.099615, -0.283154, -1.367737], [1.606281, -0.222300, -1.368330], [-0.454748, 2.765923, -1.349327], [-0.433147, 0.965467, -1.207162], [1.413174, 1.864106, 2.474389], [1.423971, 2.852804, 3.957458], [1.020931, 1.114346, 4.043905], [-2.237494, 2.920959, 4.482296], [-1.159182, 1.739872, 5.236255], [-0.682645, 3.449145, 5.147239], [1.724760, 4.040688, -0.889530], [4.193916, 4.018538, -1.093075], [1.511010, -1.835704, 1.345244], [0.233076, -2.319538, 1.205899], [0.313190, -3.590861, 0.777204], [-0.336624, -2.340702, 2.449143], [-0.685341, -1.229498, 0.110299], [-1.770440, -2.403929, -0.645648], [-1.339602, -3.417424, -1.518701], [-0.195931, -3.569078, -1.919445], [-2.546023, -4.214873, -1.829659], [-3.739409, -3.579798, -1.548651], [-4.967782, -4.097240, -1.968979], [-4.970608, -5.319841, -2.659518], [-3.752441, -5.971175, -2.924811], [-2.531638, -5.433664, -2.517721], [-3.464764, -1.982022, -0.810931], [-4.069469, -1.876527, 0.482766], [-3.622991, -0.943766, -1.789237], [-5.892541, -3.565585, -1.766278], [-5.908501, -5.777123, -2.987900], [-3.755516, -6.922377, -3.459552], [-1.573456, -5.916379, -2.713905]], "forces_ev_per_angstrom": [[-0.651, -0.719, 0.056], [0.956, 0.548, -0.270], [-1.212, 0.272, 0.428], [0.751, 0.700, -0.192], [-0.118, 0.168, 0.184], [-0.505, -0.086, 0.083], [0.043, 0.447, -1.030], [-0.666, 1.473, 2.836], [0.145, -1.680, -0.382], [0.073, 0.427, 0.167], [0.200, -0.668, 0.481], [-0.432, 0.411, -0.495], [0.405, -0.153, -0.076], [-0.123, 0.052, -0.379], [-0.249, 0.579, 0.353], [0.224, 0.555, -1.372], [0.428, -0.353, 0.537], [-0.133, -0.052, -0.145], [0.678, -0.857, -0.093], [-0.077, 0.201, 0.011], [0.052, -0.103, 0.170], [0.019, -0.057, -0.173], [-0.070, 0.020, -0.062], [0.109, 0.160, 0.104], [0.034, -0.321, -0.389], [0.003, 0.316, -0.282], [-0.125, -0.018, 0.205], [-0.103, -0.179, -0.059], [0.001, 0.072, -0.041], [0.046, -0.019, -0.087], [0.060, 0.005, -0.107], [0.080, -0.026, -0.105], [0.070, -0.290, -0.029], [-0.161, -0.220, 0.028], [-1.428, -0.407, -0.085], [0.394, -0.290, 0.876], [0.024, 0.424, 0.422], [0.712, -0.200, -0.795], [-0.320, -0.841, -1.154], [0.480, 1.214, 0.637], [1.309, 0.711, 0.114], [-1.738, -0.128, 0.551], [-0.016, -0.784, -1.013], [-0.671, -0.013, -0.500], [0.240, -0.325, -0.027], [0.502, 0.274, 0.266], [-0.027, -0.116, 0.098], [-0.300, 0.366, 0.204], [0.616, -0.206, 0.608], [0.263, -0.200, -0.696], [0.118, -0.687, 0.424], [0.135, -0.064, -0.014], [0.342, 0.270, 0.126], [-0.061, 0.266, 0.139], [-0.327, 0.127, -0.051]]}

Record 2
{"formula": "C5H7N2", "method": "ωB97M-V/def2-TZVPD", "relative_energy_ev": 6.893, "e_tot_ev": -8261.54525, "multiplicity": 3, "homo_ev": [-11.71, -14.38], "total_charge": 1, "mol_weight_g_mol": 95.125, "gap_ev": [6.702, 5.587], "e_lumo_ev": [-5.012, -8.796], "symbols": ["C", "C", "C", "C", "C", "N", "N", "H", "H", "H", "H", "H", "H", "H"], "positions_angstrom": [[-1.547953, -1.159107, 1.204510], [-2.191453, -0.332843, 0.595782], [1.393147, -0.506382, -0.480574], [1.119351, -1.544201, 0.254387], [-0.224320, 1.947095, -0.363795], [1.455593, 0.519897, -1.241467], [0.648442, 1.624967, -1.228664], [-1.097309, -1.850414, 1.733236], [-2.693236, 0.361609, -0.109860], [1.822684, -1.740601, 1.068931], [0.280798, -2.246818, 0.294204], [-0.986045, 2.723232, -0.531168], [-0.261543, 1.550091, 0.672003], [2.281844, 0.653474, -1.867525]], "forces_ev_per_angstrom": [[-3.131, 4.042, -2.721], [0.327, -0.006, -0.688], [-1.155, -3.249, 2.283], [0.938, 0.627, 0.440], [-2.468, 0.336, 2.077], [-1.009, 4.867, -2.985], [3.894, -2.645, -0.742], [1.780, -2.929, 2.500], [0.438, -0.963, 1.189], [0.098, -0.064, -0.002], [0.140, 0.368, -0.942], [0.366, -0.475, -0.544], [0.703, 0.071, -0.404], [-0.920, 0.020, 0.540]]}

Record 3
{"formula": "C6H14N2O2", "method": "ωB97M-V/def2-TZVPD", "relative_energy_ev": 1.433, "e_tot_ev": -13523.33100, "multiplicity": 2, "homo_ev": [0.81, -6.38], "total_charge": -1, "mol_weight_g_mol": 146.190, "gap_ev": [2.983, 9.966], "e_lumo_ev": [3.790, 3.587], "symbols": ["C", "C", "C", "O", "N", "H", "H", "H", "H", "H", "H", "H", "C", "C", "C", "O", "N", "H", "H", "H", "H", "H", "H", "H"], "positions_angstrom": [[1.117062, -2.442828, 0.382087], [-1.605765, -0.254206, 1.861293], [0.292072, -1.881905, 1.585589], [0.756275, -1.947089, 2.701485], [-0.777227, -1.136232, 1.150079], [1.763047, -1.633080, 0.033138], [-0.663817, -0.972192, 0.163217], [-1.281611, -0.062135, 2.881938], [1.619007, -3.266788, 0.864623], [0.490778, -2.666311, -0.482669], [-1.786801, 0.763403, 1.536931], [-2.637536, -0.650800, 2.107470], [-1.580550, 1.123694, -1.899894], [1.997948, 1.608971, -0.590654], [0.746323, 0.930359, -1.131864], [0.881722, -0.238748, -1.488600], [-0.304585, 1.735114, -1.407608], [-0.497498, 2.548690, -0.822028], [-2.423776, 1.702135, -1.524796], [-1.545004, 1.246626, -2.992580], [2.759465, 1.549830, -1.364645], [-1.438882, 0.059148, -1.653548], [1.789523, 2.645081, -0.294476], [2.329829, 1.239263, 0.385516]], "forces_ev_per_angstrom": [[-1.126, 0.554, 1.134], [-2.291, 0.281, 2.929], [0.968, 1.308, -1.693], [-0.717, -0.295, 0.766], [0.932, -0.667, -0.809], [0.211, -0.307, 0.318], [-0.431, 0.072, -0.206], [0.805, -0.314, 0.126], [0.479, -0.414, -0.600], [0.098, -0.461, 0.168], [0.432, 0.035, -1.154], [0.757, -0.008, -0.801], [2.284, 0.259, -0.685], [-0.878, 1.095, 1.124], [1.522, 0.593, -0.232], [-1.013, -0.076, -0.193], [-1.464, -0.694, 0.241], [0.622, 0.137, 0.063], [-0.084, -0.386, 0.440], [-0.331, -0.354, 0.181], [0.159, -0.023, 0.155], [-1.035, 0.269, -0.149], [0.038, 0.180, -0.632], [0.061, -0.783, -0.493]]}

Record 4
{"formula": "C4H8N2OS", "method": "ωB97M-V/def2-TZVPD", "relative_energy_ev": 4.268, "e_tot_ev": -20136.56589, "multiplicity": 1, "homo_ev": -8.31, "total_charge": 0, "mol_weight_g_mol": 132.188, "gap_ev": 8.677, "e_lumo_ev": 0.363, "symbols": ["C", "C", "C", "C", "H", "H", "H", "H", "H", "H", "H", "H", "N", "N", "O", "S"], "positions_angstrom": [[1.132368, 1.325844, 0.691300], [-0.927769, 0.471468, -0.752878], [-1.799174, -0.409883, -0.043428], [1.291334, -0.591462, -0.755102], [1.136368, 0.584038, 1.628137], [0.748165, 2.582703, 0.850679], [2.543228, 1.297787, 0.495625], [-0.728122, 0.036006, -1.654442], [-1.348752, 1.549636, -0.735905], [-0.356449, -1.456340, 0.959912], [-1.879774, -2.184543, 1.415903], [1.072858, -1.005067, -1.841266], [0.569632, 0.387578, -0.303748], [-1.367484, -1.517708, 0.613790], [-2.970556, -0.226245, -0.386699], [2.884128, -0.843812, -0.181877]], "forces_ev_per_angstrom": [[3.221, 0.050, 2.051], [4.170, 3.390, 2.036], [-4.436, -1.784, -0.005], [3.614, -0.657, -2.477], [0.006, 2.598, -1.077], [0.539, -4.526, -0.784], [-4.457, 0.185, 0.198], [-0.757, -0.593, -3.087], [0.999, -1.993, -0.275], [-1.877, -0.080, -0.963], [0.906, 2.941, -3.449], [-0.372, 0.363, 2.570], [-2.632, 3.184, 0.400], [2.050, -2.136, 4.347], [0.464, -0.309, 1.072], [-1.437, -0.631, -0.557]]}

Record 5
{"formula": "C31H27GeIN4PdS2", "method": "ωB97M-V/def2-TZVPD", "relative_energy_ev": 0.000, "e_tot_ev": -128307.26010, "multiplicity": 2, "homo_ev": [-10.24, -10.92], "total_charge": 1, "mol_weight_g_mol": 825.653, "gap_ev": [6.599, 7.317], "e_lumo_ev": [-3.645, -3.600], "symbols": ["Pd", "C", "S", "C", "S", "N", "N", "C", "C", "C", "C", "C", "C", "N", "H", "H", "H", "H", "H", "H", "H", "H", "C", "C", "C", "C", "C", "C", "Ge", "C", "C", "C", "C", "C", "C", "C", "C", "C", "C", "C", "C", "H", "H", "H", "H", "H", "H", "H", "H", "H", "H", "H", "H", "H", "H", "H", "I", "C", "C", "C", "C", "C", "N", "H", "H", "H", "H"], "positions_angstrom": [[0.143715, -0.183411, 0.198858], [-4.217352, 2.879547, 0.995500], [-2.995699, 3.422184, -0.220477], [-1.663176, 2.299652, 0.034422], [-2.047052, 0.621960, 0.320569], [-0.494192, 2.834176, -0.116615], [0.521074, 1.905360, -0.089424], [1.722277, 2.339097, -0.152659], [2.821532, 1.366250, -0.149386], [4.137178, 1.789206, -0.267484], [5.141208, 0.832049, -0.303001], [4.791653, -0.504571, -0.232503], [3.448676, -0.839230, -0.115512], [2.482432, 0.064712, -0.065213], [-5.077753, 3.528635, 0.843458], [-3.832440, 3.018067, 2.002442], [-4.521374, 1.849558, 0.833162], [1.926452, 3.402185, -0.237155], [4.364531, 2.843805, -0.335924], [6.176980, 1.129332, -0.390227], [5.538626, -1.284379, -0.263713], [3.139794, -1.876382, -0.055152], [-2.899083, -3.199012, 4.543879], [-1.566729, -3.036002, 4.891114], [-0.813845, -2.029312, 4.301706], [-1.377665, -1.172406, 3.353693], [-2.724636, -1.339203, 3.029172], [-3.477937, -2.343408, 3.617218], [-0.244794, 0.224253, 2.598049], [1.605045, -0.152882, 3.111654], [2.341811, 0.787749, 3.828250], [3.636887, 0.506437, 4.246627], [4.207200, -0.724042, 3.964016], [3.479646, -1.676977, 3.261941], [2.195436, -1.387141, 2.835560], [-0.783177, 1.987756, 3.199355], [-1.915121, 2.070465, 4.011589], [-2.318722, 3.287011, 4.543924], [-1.600146, 4.438702, 4.263416], [-0.471157, 4.370362, 3.459957], [-0.064191, 3.153095, 2.938144], [-3.488213, -3.983175, 5.001067], [-1.111257, -3.687687, 5.624918], [0.222747, -1.914050, 4.595671], [-3.194281, -0.685865, 2.306422], [-4.521105, -2.455870, 3.352789], [1.904270, 1.744976, 4.082739], [4.193717, 1.247281, 4.805048], [5.211704, -0.946617, 4.298694], [3.914491, -2.646334, 3.053164], [1.642979, -2.143055, 2.285503], [-2.488422, 1.180007, 4.240518], [-3.194856, 3.333129, 5.177557], [-1.915815, 5.388644, 4.673602], [0.092220, 5.267205, 3.239996], [0.824590, 3.121480, 2.320767], [0.190223, -1.208580, -2.605359], [-0.050669, -2.779598, -1.254964], [-0.092428, -4.092206, -1.691777], [-0.308335, -5.079983, -0.744409], [-0.480520, -4.717215, 0.581814], [-0.415406, -3.379277, 0.922302], [-0.191403, -2.415800, 0.019583], [0.033302, -4.326642, -2.738420], [-0.352392, -6.118379, -1.044066], [-0.666418, -5.455181, 1.348432], [-0.557642, -3.051356, 1.942678]], "forces_ev_per_angstrom": [[0.106, 0.184, 0.039], [-0.008, -0.092, -0.080], [0.207, -0.014, 0.156], [-0.345, 0.145, -0.138], [-0.142, 0.045, 0.215], [0.195, -0.273, -0.058], [0.277, 0.422, 0.039], [-0.256, -0.198, -0.016], [-0.030, -0.053, -0.051], [-0.087, -0.135, 0.017], [-0.029, -0.053, 0.008], [0.023, 0.030, -0.018], [0.025, -0.017, 0.000], [0.046, 0.127, 0.092], [0.012, 0.028, -0.008], [0.010, -0.017, 0.020], [-0.012, -0.004, -0.011], [-0.026, 0.038, -0.019], [-0.016, 0.024, 0.006], [0.017, -0.007, -0.004], [0.013, -0.006, -0.001], [0.004, 0.002, 0.017], [0.000, -0.023, 0.017], [-0.013, -0.013, -0.001], [0.075, 0.025, 0.063], [0.032, -0.003, 0.000], [0.001, 0.008, -0.101], [-0.030, -0.016, 0.000], [-0.116, 0.055, 0.224], [0.008, 0.034, -0.035], [-0.006, 0.064, -0.017], [0.012, 0.010, 0.003], [0.021, -0.012, -0.002], [0.038, -0.009, 0.008], [-0.091, -0.075, -0.030], [-0.014, -0.031, 0.090], [-0.029, -0.019, -0.007], [-0.034, -0.014, -0.019], [0.000, 0.031, 0.003], [-0.014, 0.021, 0.004], [0.053, -0.029, -0.032], [-0.001, -0.001, 0.002], [0.004, -0.006, 0.013], [-0.009, 0.006, -0.020], [-0.010, 0.021, 0.003], [-0.009, -0.005, -0.005], [-0.013, 0.009, -0.005], [0.004, 0.006, 0.008], [0.009, -0.004, 0.006], [0.009, -0.008, -0.007], [0.003, 0.015, 0.014], [0.005, -0.012, 0.005], [-0.003, -0.002, 0.007], [-0.002, 0.010, 0.004], [0.010, 0.009, -0.009], [0.015, -0.006, -0.002], [0.050, -0.095, -0.359], [-0.064, -0.065, 0.077], [-0.014, 0.043, 0.005], [-0.009, 0.012, 0.006], [-0.011, 0.007, 0.001], [-0.019, 0.020, 0.016], [0.170, -0.122, -0.161], [-0.008, 0.007, -0.003], [0.006, -0.004, -0.003], [-0.005, -0.002, 0.011], [0.016, -0.013, 0.024]]}

> Which of these has the highest multiplicity?

C5H7N2